{
  "formula": "C5H13N2",
  "method": "ωB97M-V/def2-TZVPD",
  "elements": ["C", "C", "N", "C", "C", "C", "N", "H", "H", "H", "H", "H", "H", "H", "H", "H", "H", "H", "H", "H"],
  "coordinates": [[0.93253, 0.30362, 1.84298], [-0.25701, -0.59397, 1.40992], [-0.61020, -1.54526, 2.47689], [-0.03948, -1.11697, -0.04725], [0.28811, 0.05373, -0.96361], [-0.58262, 0.55838, -1.82377], [-0.24270, 1.72059, -2.69010], [1.84243, -0.03802, 1.34327], [1.10401, 0.09336, 2.89763], [0.75023, 1.35448, 1.64911], [-1.19771, -0.04874, 1.27555], [0.24187, -2.01217, 2.74628], [-1.17000, -2.26880, 2.02350], [-0.91439, -1.62932, -0.44422], [0.83508, -1.76417, -0.15210], [1.06138, 0.75382, -0.65404], [-1.53943, 0.14026, -2.10561], [0.69872, 1.64861, -3.07194], [-0.34150, 2.62218, -2.22476], [-0.85932, 1.76841, -3.48772]],
  "forces_ev_per_angstrom": [[-0.51, -1.21, 0.07], [-0.60, 0.65, -0.29], [0.52, -0.27, -1.49], [0.87, 0.41, -0.53], [-1.42, 0.98, 1.15], [-0.12, -0.81, -0.57], [0.18, 0.27, 0.25], [0.03, 0.20, -0.11], [-0.09, 0.56, 0.11], [0.13, 0.13, 0.17], [0.28, 0.65, 0.22], [0.26, -0.33, 0.36], [-0.16, -0.01, 0.48], [-0.04, -0.15, 0.12], [-0.07, -0.35, 0.36], [0.72, -0.60, -0.32], [0.08, -0.14, 0.07], [0.22, 0.02, 0.11], [0.12, 0.13, 0.26], [-0.39, -0.14, -0.43]],
  "smiles": "C[C@H](N)C/C=C/[NH3+]",
  "de_lowest_kcal_mol": 59.6,
  "gap_ev": 8.82,
  "energy_ev": -8368.2263,
  "charge": 1,
  "spin_multiplicity": 1
}